C49H79BrN3O14P2 | ωB97M-V with the def2-TZVPD basis set

Properties
- HOMO (eV) = -9.1
- charge = +1

Geometry as XYZ:
```
148
Properties=species:S:1:pos:R:3:forces:R:3:mulliken_charge:R:1
C -6.346201 2.472565 2.179465 0.33 0.01 0.66 -1.229
C -5.481540 1.130547 2.523523 -0.64 0.44 -0.31 0.128
C -4.322701 0.982439 1.428644 -1.40 0.31 -0.31 -0.272
O -3.294823 -0.030703 1.787228 2.42 1.85 -2.44 -0.044
C -2.142484 0.391559 1.029478 1.25 0.77 0.34 -0.327
C -1.129181 1.376159 1.676998 -0.24 -0.70 -3.91 0.945
P -1.213483 2.119839 3.405718 1.40 -0.66 0.64 -0.010
C -2.182421 1.046587 4.623576 -1.45 -0.09 1.16 0.096
C -2.500176 1.988064 5.923400 -0.65 0.01 -0.66 -1.137
C -1.773596 3.927226 3.400806 -0.30 1.32 -1.37 -0.387
C -3.023684 4.263408 2.443611 -0.29 0.94 1.11 -0.543
C 0.091028 1.831469 0.780005 -2.02 -2.90 -1.15 -0.088
C 1.196195 2.863530 1.314458 0.56 3.67 -0.80 -0.286
O 1.185920 4.039545 0.871940 -0.21 -4.83 1.83 -0.372
O 2.212934 2.472199 2.244738 -1.49 -1.24 -2.45 -0.379
P 2.371931 0.744146 1.979987 0.10 -1.08 -0.50 0.504
N 3.246580 0.185863 3.430236 -1.12 1.39 -1.33 -0.525
O 3.371718 0.537730 0.578690 0.01 -0.16 3.30 -0.306
C 0.202938 1.287514 -0.671330 -3.40 -1.02 2.14 -0.530
C -0.911967 0.300273 -1.187526 1.55 2.28 2.47 0.103
Br -0.694755 -0.282543 -3.078942 -0.41 0.73 2.44 0.073
N -2.037292 -0.124280 -0.343518 2.62 1.98 1.01 0.801
C -3.052240 -1.049097 -0.938364 -1.31 -1.36 -1.09 -0.315
C -2.500895 -2.562392 -1.207030 0.23 0.80 -1.04 -0.247
C -2.946522 -2.962039 -2.710979 -0.28 -1.26 -0.12 -0.256
C -2.111916 -4.172970 -3.364830 -0.28 0.14 0.23 -0.912
C -0.516322 -3.976019 -3.368458 0.45 -1.34 -0.41 -0.273
C 0.147775 -3.812306 -4.825290 0.31 0.82 0.37 -0.785
C -0.678235 -2.872468 -5.841506 1.02 -0.33 -0.59 0.149
C 0.429724 -2.148792 -6.802720 -0.35 -0.34 0.27 -1.081
C 0.880825 -0.725610 -6.207223 -0.29 -0.26 -0.65 0.336
C 1.827538 0.141570 -7.169258 -0.76 1.06 -0.30 -0.748
C 2.361398 1.495404 -6.434877 0.24 -1.20 0.34 -0.390
C 3.487722 1.001468 -5.357675 -1.68 0.69 -0.61 -0.475
N 4.229862 2.143682 -4.761094 2.06 3.27 2.49 0.303
C 4.179661 2.497129 -3.335342 1.92 2.55 0.50 -0.027
C 5.048998 3.743159 -2.929938 -1.54 -3.45 -5.60 -0.691
C 5.642924 4.141546 -4.324886 -2.69 -3.27 0.34 -0.432
C 5.101995 3.138267 -5.403547 0.74 1.80 3.48 -0.360
H -7.484433 2.288091 2.246696 1.94 0.21 -0.42 0.332
H -6.118281 3.268557 2.982422 -0.33 -1.16 -1.38 0.343
H -6.015981 2.897457 1.169500 -0.82 -0.55 1.32 0.297
H -5.119844 1.258083 3.599149 -0.18 -0.46 -1.61 0.176
H -6.183501 0.219581 2.479105 1.39 1.31 0.13 -0.040
H -3.764735 1.950086 1.187129 -1.01 -1.14 0.62 0.271
H -4.820465 0.630247 0.450771 0.69 0.56 1.37 0.161
H -3.200986 0.682832 4.255376 1.52 0.42 0.35 -0.107
H -1.598701 0.110420 4.967090 -0.58 1.68 -0.89 0.376
H -2.899418 1.368359 6.810537 0.94 0.91 -1.44 0.339
H -3.362485 2.679004 5.611311 1.26 -0.87 0.54 0.284
H -1.618776 2.653901 6.214955 -1.14 -1.14 -0.22 0.314
H -1.932252 4.338223 4.472404 0.20 -1.16 -1.72 0.483
H -0.877190 4.538990 2.988098 -1.27 -1.21 0.76 0.069
H -3.847222 3.498328 2.644182 1.09 1.13 -0.59 -0.186
H -2.745120 4.381541 1.336970 -0.35 -0.59 1.65 0.232
H -3.437589 5.297885 2.768601 0.60 -1.68 -0.60 0.424
H 2.977674 0.872302 4.165091 0.38 -0.83 -0.35 0.312
H 2.820742 -0.740688 3.622158 0.40 0.89 0.13 0.242
H 4.141576 -0.019422 0.904390 -0.41 0.76 -0.59 0.302
H 1.059751 1.611352 -1.350950 -1.47 -0.66 1.01 0.517
H -4.014363 -1.155917 -0.336538 1.75 0.64 -0.45 -0.748
H -3.363696 -0.588489 -1.955463 0.62 -0.73 1.77 0.414
H -2.951032 -3.347260 -0.506998 0.66 1.40 -0.74 0.172
H -1.354155 -2.518741 -1.069398 -1.79 -0.32 -0.29 0.317
H -2.932623 -2.096526 -3.458518 0.05 -0.95 1.33 0.273
H -4.039678 -3.328855 -2.634372 1.91 0.80 -0.23 0.163
H -2.539682 -4.321347 -4.432783 0.90 0.25 1.70 0.384
H -2.365608 -5.137681 -2.797108 0.37 1.39 -0.75 0.413
H -0.133785 -3.120719 -2.713919 -0.86 -1.11 -0.87 0.120
H -0.069496 -4.948031 -2.917463 -0.59 1.68 -0.61 0.297
H 0.420659 -4.818235 -5.322654 -0.73 1.55 0.79 0.267
H 1.167052 -3.280593 -4.656477 -1.57 -0.91 -0.24 0.245
H -1.361639 -3.504333 -6.511150 0.90 0.88 1.08 0.370
H -1.347312 -2.099661 -5.310669 1.09 -1.10 -0.68 -0.153
H 1.354337 -2.845296 -6.841768 -1.50 1.11 -0.11 0.332
H -0.022945 -2.098251 -7.858938 0.88 0.33 1.52 0.361
H 1.416033 -0.927210 -5.215847 -0.85 0.34 -1.20 -0.122
H -0.094247 -0.123888 -6.035904 1.60 -0.78 -0.04 0.162
H 2.686706 -0.476028 -7.609824 -1.15 0.86 0.76 0.344
H 1.181798 0.515458 -8.052624 1.01 -0.84 1.25 0.310
H 1.472170 1.994856 -5.909984 1.34 -0.68 -0.59 0.186
H 2.791488 2.260195 -7.165910 -0.47 -1.24 0.91 0.365
H 2.882493 0.507919 -4.506569 1.42 0.62 -1.29 0.039
H 4.142456 0.253744 -5.920665 -0.57 1.09 1.14 0.226
H 3.570953 1.932625 -2.550656 0.90 0.50 -1.71 0.265
H 5.176461 4.195502 -1.891583 -0.25 -0.83 -1.86 0.334
H 6.325292 5.039914 -4.476840 -1.09 -1.61 -0.13 0.317
H 5.369083 3.192100 -6.519066 -0.73 -0.46 2.07 0.298
O 5.420400 -1.385613 1.870599 -0.40 -0.34 0.49 -0.755
C 5.028145 -2.502454 2.109783 0.53 0.47 -0.31 0.719
O 4.904204 -3.011619 3.363673 0.07 0.64 -0.42 -0.343
C 4.521242 -4.390064 3.280606 -0.09 -0.60 0.32 -0.461
C 3.888170 -4.544857 1.918175 -0.38 -0.45 -0.30 -0.470
C 4.654273 -3.539080 1.086379 -0.46 -0.23 -0.01 -0.486
H 5.416307 -5.008100 3.396083 -0.04 0.08 0.00 0.286
H 3.822705 -4.626454 4.085242 0.21 0.21 0.05 0.319
H 3.940515 -5.564272 1.532424 0.00 0.08 0.12 0.346
H 2.832942 -4.255491 1.964111 0.08 -0.07 0.02 0.238
H 5.566358 -3.968912 0.665039 -0.01 0.17 -0.07 0.281
H 4.032118 -3.109270 0.300945 0.37 0.10 -0.07 0.267
O 1.201352 10.391080 0.188954 -0.09 -0.90 -0.24 -0.570
C 1.529911 9.236944 0.286197 -0.33 1.19 0.20 0.391
O 0.840977 8.199149 -0.263920 0.09 0.43 0.00 -0.370
C 1.444249 6.963787 0.136538 -0.10 -0.48 -0.08 -0.039
C 2.862577 7.317988 0.515906 0.59 -0.35 0.13 -0.477
C 2.714789 8.723421 1.058126 0.41 -0.34 -0.20 -0.332
H 0.878164 6.556179 0.978986 0.03 0.04 -0.07 0.031
H 1.408413 6.252407 -0.690318 -0.21 0.17 0.06 0.297
H 3.305703 6.617718 1.226316 -0.11 -0.02 -0.10 0.275
H 3.492856 7.334421 -0.379197 -0.08 -0.04 0.08 0.265
H 2.473960 8.725711 2.123907 0.03 0.15 -0.05 0.249
H 3.601950 9.325494 0.862094 -0.25 0.19 0.23 0.291
O 9.995378 -2.738344 0.303655 0.39 0.51 0.59 -0.579
C 9.997207 -2.121667 1.338461 -0.05 -0.82 -0.79 0.393
O 11.115158 -1.599373 1.912656 -0.24 -0.17 -0.39 -0.354
C 10.775076 -1.029772 3.181352 0.25 0.24 0.42 -0.414
C 9.292794 -0.748478 3.106484 -0.46 0.36 0.37 -0.604
C 8.795385 -1.855601 2.202800 -0.18 0.50 0.13 0.211
H 11.022390 -1.751836 3.965476 0.00 0.02 -0.06 0.242
H 11.356085 -0.119983 3.343023 0.11 -0.21 -0.15 0.337
H 8.808101 -0.729038 4.084259 0.11 0.02 -0.06 0.333
H 9.122947 0.220771 2.626767 0.03 -0.09 0.08 0.299
H 8.552123 -2.761171 2.764396 -0.04 -0.02 -0.12 0.180
H 7.944179 -1.532379 1.603830 0.06 -0.35 -0.01 -0.067
O -5.626125 -2.076587 -1.891120 -0.41 0.00 0.90 -0.586
C -6.559074 -1.972686 -1.129028 0.14 -0.29 -0.59 0.363
O -6.651242 -2.637302 0.051564 0.55 0.30 -0.69 -0.178
C -7.926787 -2.369992 0.648500 -0.62 -0.12 0.68 -0.339
C -8.390944 -1.073504 0.029990 -0.42 0.40 0.09 -0.302
C -7.791880 -1.141497 -1.358202 -0.14 0.39 0.30 -0.505
H -8.599145 -3.202887 0.422240 0.10 0.02 -0.05 0.328
H -7.816174 -2.289249 1.730073 0.21 -0.17 -0.22 0.251
H -9.476073 -0.958389 0.034745 0.11 -0.06 0.06 0.416
H -7.959587 -0.226830 0.575015 -0.06 -0.08 0.00 -0.076
H -8.447475 -1.662270 -2.060285 0.13 0.07 -0.09 0.308
H -7.533822 -0.151089 -1.733962 0.03 -0.26 -0.31 0.315
O -6.055457 -2.029246 3.281591 -0.11 -0.93 -0.26 -0.623
C -5.727232 -3.189389 3.372328 -0.33 0.80 0.16 0.607
O -6.416027 -4.226933 2.818545 0.21 0.82 0.15 -0.360
C -5.808121 -5.462610 3.214413 -0.07 -0.68 -0.03 -0.505
C -4.390874 -5.106472 3.593408 0.58 -0.33 0.09 -0.498
C -4.541177 -3.703777 4.140571 0.37 -0.28 -0.19 -0.266
H -6.372344 -5.874449 4.056286 0.01 0.06 -0.06 0.267
H -5.843247 -6.171086 2.384967 -0.21 0.21 0.02 0.360
H -3.945473 -5.807973 4.300841 -0.11 0.01 -0.09 0.348
H -3.761499 -5.085424 2.697716 -0.07 -0.04 0.08 0.205
H -4.780854 -3.705652 5.206650 0.02 0.15 -0.05 0.339
H -3.655126 -3.099241 3.945482 -0.24 0.20 0.23 0.098
```
Positions in Å, forces in eV/Å.